No. 1
Here is 2 unconnected molecules or ions with the total composition C5H11NO from the Open Molecules 2025 dataset. Energies are from ωB97M-V with the def2-TZVPD basis set.

Properties
Calculated total energy, eV: -8898.711
⟨S²⟩: 0.768
Frontier orbital gap (alpha / beta), eV: 3.55 / 5.83

The geometry in ORCA input format:
```
! wB97M-V def2-TZVPD RIJCOSX def2/J DEFGRID3
* xyz -1 2
H 0.92042 -0.32098 2.16753
H -0.92579 2.15644 -0.11623
H 1.85704 0.82074 1.20643
H -2.81277 -0.06770 -0.26225
C 0.46892 -0.47647 0.09282
C 0.88281 0.33935 1.29195
H 2.49846 -0.64840 -0.48549
C 1.52702 -1.14010 -0.58396
H -0.35746 3.61157 -0.15927
H 2.28923 -2.85897 -1.69749
O -0.98815 3.03949 0.28968
H 0.48711 -2.84267 -1.16932
N -1.93115 0.21498 0.13803
C -0.87751 -0.72400 -0.14788
H 0.18157 1.13446 1.55936
C 1.45410 -2.34148 -1.25276
H -1.19289 -1.60085 -0.69325
H -1.99814 0.60499 1.06509
*
```

***

No. 2
Here is 2 unconnected molecules or ions with the total composition C5H11NO in a non-equilibrium geometry from the Open Molecules 2025 dataset. Energies are from ωB97M-V with the def2-TZVPD basis set.

Properties
Calculated total energy, eV: -8898.506
⟨S²⟩: 0.766
Frontier orbital gap (alpha / beta), eV: 2.83 / 5.32

The geometry in ORCA input format:
```
! wB97M-V def2-TZVPD RIJCOSX def2/J DEFGRID3
* xyz -1 2
H -2.74471 -0.32047 -1.39942
O 1.90058 -0.64827 5.33380
C 1.73636 0.55059 -1.82343
H 0.27013 0.53679 0.39870
H 2.31010 -0.39654 -1.99520
H 0.24430 0.53900 -3.32981
H 2.26664 1.23265 -2.50135
H 1.92687 0.76875 -0.77788
H 1.51805 -1.37385 5.83786
H -1.38601 -0.38176 1.96093
C -1.59159 -0.37823 0.89853
H -2.61548 -0.35672 0.53554
N -1.92351 -0.41267 -1.95956
H -2.02697 0.06873 -2.84204
C -0.56180 -0.05393 0.01792
C 0.28251 0.54712 -2.24122
H 1.13792 -0.03997 5.29629
C -0.74340 0.11878 -1.40966
*
```

***

No. 3
Here is 2 unconnected molecules or ions with the total composition C5H11NO in a non-equilibrium geometry from the Open Molecules 2025 dataset. Energies are from ωB97M-V with the def2-TZVPD basis set.

Properties
Calculated total energy, eV: -8897.765
⟨S²⟩: 0.761
Frontier orbital gap (alpha / beta), eV: 3.45 / 7.07

The geometry in ORCA input format:
```
! wB97M-V def2-TZVPD RIJCOSX def2/J DEFGRID3
* xyz -1 2
C 1.09122 0.71718 -0.49604
O 0.27889 -1.15079 2.16662
C -1.99817 0.90075 0.75506
H 0.25676 -0.39540 1.58193
H -2.72382 0.83846 1.58629
H -0.29523 -0.36307 -1.74528
H 0.51962 -0.79702 3.03299
C -0.16160 0.15008 -0.78363
H 2.58510 1.62019 -1.94792
C 2.17830 0.66535 -1.58001
H -1.78975 1.92075 0.45097
H -0.77796 -2.20288 -0.00319
N -1.62234 -1.45080 -0.20875
H -2.47771 -1.72537 0.43150
H 1.78724 0.15197 -2.49072
H 1.43116 1.12150 0.47354
C -1.35099 -0.09463 0.07960
H 3.06926 0.09374 -1.30295
*
```

***

No. 4
Here is C5H11NO in the gas phase from the Open Molecules 2025 dataset. Energies are from ωB97M-V with the def2-TZVPD basis set.

Properties
Calculated total energy, eV: -8901.178
Frontier orbital gap, eV: 10.06

The geometry in ORCA input format:
```
! wB97M-V def2-TZVPD RIJCOSX def2/J DEFGRID3
* xyz 0 1
H 0.58721 -1.59181 -2.86961
C 0.34533 -0.82957 1.45792
C 0.03043 -1.13353 -2.04329
O -0.33138 1.77133 -0.94294
C -0.29352 1.14523 0.10985
H 1.86166 -1.17332 -0.86366
H -1.46045 2.64749 0.94203
H 1.38994 0.41182 -1.47427
H -0.54706 -1.46571 1.55476
H -1.86661 1.06009 1.62850
H -0.62986 -0.38305 -2.49164
H 0.33792 -0.15231 2.31376
C 1.00318 -0.50519 -1.03630
H -0.41239 1.91570 2.17505
H -0.58766 -1.90857 -1.57872
N 0.39160 -0.04589 0.22764
H 1.22607 -1.47091 1.58552
C -1.04442 1.70819 1.30540
*
```

***

No. 5
Here is C5H11NO in the gas phase from the Open Molecules 2025 dataset. Energies are from ωB97M-V with the def2-TZVPD basis set.

Properties
Calculated total energy, eV: -8901.622
Frontier orbital gap, eV: 10.50

The geometry in ORCA input format:
```
! wB97M-V def2-TZVPD RIJCOSX def2/J DEFGRID3
* xyz 0 1
H -2.87837 0.86238 0.02679
H 2.82042 0.80973 0.86371
H -2.49961 -1.60794 -0.37658
O 0.65905 -0.00615 1.52527
H -1.44913 -1.73330 1.05506
C 2.83418 0.46106 -0.17054
C -0.94636 -0.09386 -0.26150
C 0.46002 0.04434 0.31956
H -1.50064 1.96746 0.20216
H 3.43613 -0.45637 -0.21968
H -0.91842 0.09407 -1.34376
N 1.46290 0.25198 -0.58297
C -1.46843 -1.51235 -0.01702
H -1.85263 0.79648 1.48320
H 1.25041 0.21392 -1.56616
H -0.85604 -2.26185 -0.53156
C -1.85176 0.94853 0.39968
H 3.29828 1.22188 -0.80565
*
```

***

No. 6
Here is 2 unconnected molecules or ions with the total composition C5H11NO in a non-equilibrium geometry from the Open Molecules 2025 dataset. Energies are from ωB97M-V with the def2-TZVPD basis set.

Properties
Calculated total energy, eV: -8898.490
Frontier orbital gap, eV: 8.56

The geometry in ORCA input format:
```
! wB97M-V def2-TZVPD RIJCOSX def2/J DEFGRID3
* xyz 0 1
H 0.89053 1.55546 2.29902
H 1.50160 -0.13963 -0.97192
C 0.44813 -0.06845 0.91511
C 1.44344 0.83537 1.67762
H -1.29823 -2.94180 -1.53846
C 0.64669 -0.46504 -0.34836
H 1.99911 1.75649 1.26454
H -1.14942 -1.31266 1.39234
C 0.17790 -1.57306 -1.09434
N -0.56189 -0.56966 1.72358
H -1.89626 -1.60785 -0.47603
H -0.82492 3.43358 -1.05541
H -0.66322 -0.35230 2.68659
C -1.04446 -2.08673 -0.91052
H 0.98864 -2.13450 -1.64513
O -0.88774 2.98017 -1.95658
H 2.09249 -0.02385 1.95737
H -0.63534 2.06078 -1.76242
*
```

***

Quick rundown of energy above the lowest of the compared OMol25 structures with the same formula, charge and spin, same order as above: 1.451 1.656 2.398 0.519 0.075 3.208 eV